<A>
{"formula": "C4H13N2O2", "method": "wB97M-V/def2-TZVPD", "symbols": ["O", "C", "N", "C", "N", "C", "C", "H", "H", "H", "H", "H", "H", "H", "H", "H", "H", "H", "H", "H", "O"], "xyz": [[-1.650, 1.779, -0.963], [-0.782, 1.446, -0.151], [0.139, 2.315, 0.375], [-0.764, -0.090, 0.150], [-2.122, -0.647, -0.256], [0.410, -2.230, -0.447], [0.318, -0.736, -0.709], [0.862, 2.098, 1.202], [0.040, 3.307, 0.171], [-0.687, -0.254, 1.329], [-2.578, 0.155, -0.814], [-2.727, -0.914, 0.557], [-2.005, -1.569, -0.840], [-0.429, -2.677, -1.069], [0.540, -2.503, 0.652], [1.312, -2.727, -0.972], [1.263, -0.189, -0.474], [0.085, -0.466, -1.800], [3.250, 1.743, 0.801], [2.785, 1.157, 2.078], [2.741, 1.001, 1.179]], "homo_energy_ev": -14.3, "total_charge": 1, "homo_lumo_gap_ev": 11.15}

<B>
{"formula": "C4H13N2O2", "method": "wB97M-V/def2-TZVPD", "symbols": ["O", "C", "N", "C", "N", "C", "C", "H", "H", "H", "H", "H", "H", "H", "H", "H", "H", "H", "H", "H", "O"], "xyz": [[-1.513, 1.764, -0.691], [-0.685, 1.130, -0.032], [0.166, 1.711, 0.857], [-0.698, -0.401, -0.034], [-1.873, -0.796, -0.983], [0.515, -2.477, -0.219], [0.606, -0.962, -0.558], [0.922, 1.081, 1.348], [0.505, 2.714, 0.890], [-1.035, -0.831, 0.967], [-2.743, -0.558, -0.512], [-1.833, -1.783, -1.036], [-1.936, -0.384, -2.056], [0.167, -3.239, -0.904], [0.078, -2.588, 0.781], [1.618, -2.785, -0.202], [1.429, -0.368, -0.187], [0.719, -0.880, -1.581], [2.951, 0.680, 2.292], [2.943, -0.305, 1.116], [2.730, 0.624, 1.319]], "homo_energy_ev": -13.9, "total_charge": 1, "homo_lumo_gap_ev": 10.49}

Energetically preferred structure: <A> | next structure: +0.0194 hartree

<A>
{"formula": "C2H11NO5", "method": "wB97M-V/def2-TZVPD", "symbols": ["N", "C", "C", "O", "O", "H", "H", "H", "H", "H", "O", "H", "H", "O", "H", "H", "O", "H", "H"], "xyz": [[1.405, -1.035, 0.134], [0.565, -0.660, -1.021], [-0.851, -1.196, -0.955], [-1.343, -1.761, -0.011], [-1.175, -1.055, -2.330], [2.193, -0.387, 0.239], [1.787, -1.920, -0.067], [0.853, -1.234, -1.819], [0.610, 0.403, -1.270], [-0.989, -1.924, -2.733], [-1.253, 1.400, 0.821], [-1.033, 1.095, 1.699], [-2.099, 1.934, 0.874], [-0.229, -0.693, 2.440], [-0.942, -1.346, 2.408], [0.533, -1.024, 1.948], [0.722, 2.898, -0.423], [1.308, 3.534, -0.066], [-0.063, 2.972, 0.131]], "homo_energy_ev": -9.7, "total_charge": 0, "homo_lumo_gap_ev": 10.20}

<B>
{"formula": "C2H11NO5", "method": "wB97M-V/def2-TZVPD", "symbols": ["C", "N", "C", "O", "O", "H", "H", "H", "H", "H", "H", "H", "O", "H", "H", "O", "H", "H", "O"], "xyz": [[-3.369, 1.580, -1.050], [-2.428, 1.726, 0.093], [-1.856, 0.424, 0.532], [-1.648, -0.421, -0.412], [-0.758, 0.667, 1.359], [-3.530, 2.530, -1.525], [-4.315, 1.112, -0.734], [-2.896, 0.813, -1.645], [-2.775, 2.238, 0.901], [-2.632, 0.069, 1.260], [2.379, -0.390, 0.756], [-0.047, 0.119, 0.947], [1.450, -0.556, 0.504], [4.974, -0.935, 0.546], [3.716, -1.387, -0.490], [4.142, -0.613, 0.181], [1.640, -1.248, -0.144], [3.411, -2.913, -1.516], [2.913, -2.157, -1.176]], "homo_energy_ev": -8.3, "total_charge": 0, "homo_lumo_gap_ev": 2.49}

Energetically preferred structure: <A> | next structure: +0.2651 hartree

<A>
{"formula": "C3H3OP", "method": "wB97M-V/def2-TZVPD", "symbols": ["C", "C", "C", "O", "P", "H", "H", "H"], "xyz": [[1.804, 0.643, -0.483], [0.711, 0.139, -0.526], [-0.956, -0.534, 0.211], [0.155, -3.050, 0.422], [-0.256, -2.104, -0.633], [2.563, 1.301, -0.751], [-1.746, -0.109, -0.436], [-0.947, -0.138, 1.334]], "homo_energy_ev": -9.7, "total_charge": 0, "homo_lumo_gap_ev": 9.44}

<B>
{"formula": "C3H3OP", "method": "wB97M-V/def2-TZVPD", "symbols": ["C", "C", "C", "O", "P", "H", "H", "H"], "xyz": [[-1.490, 0.187, 0.494], [-0.573, -0.511, 0.147], [-1.292, 2.605, 2.458], [-0.410, 2.190, 3.077], [0.358, -1.576, -0.923], [-1.647, 3.487, 1.898], [1.198, -0.567, -1.223], [-0.250, -1.418, -2.132]], "homo_energy_ev": [-9.1, -8.2], "total_charge": 0, "homo_lumo_gap_ev": [8.35, 5.54]}

<C>
{"formula": "C3H3OP", "method": "wB97M-V/def2-TZVPD", "symbols": ["C", "C", "C", "O", "P", "H", "H", "H"], "xyz": [[0.782, 0.735, 0.421], [1.995, 1.075, 0.117], [-0.451, 0.627, -0.426], [3.142, 1.127, -0.059], [-2.110, 1.329, 0.190], [0.725, 0.580, 1.488], [-0.881, -0.365, -0.759], [-0.128, 1.147, -1.439]], "homo_energy_ev": [-8.5, -8.4], "total_charge": 0, "homo_lumo_gap_ev": [7.22, 7.13]}

<D>
{"formula": "C3H3OP", "method": "wB97M-V/def2-TZVPD", "symbols": ["O", "P", "C", "C", "C", "H", "H", "H"], "xyz": [[-1.172, -1.670, -1.201], [-1.076, -1.244, 0.408], [-0.042, 0.048, 0.358], [0.841, 0.892, 1.079], [0.918, 1.107, -0.212], [-1.811, -2.337, -1.555], [1.132, 1.491, 2.044], [1.210, 1.714, -0.921]], "homo_energy_ev": -7.6, "total_charge": 0, "homo_lumo_gap_ev": 8.49}

Energetically preferred structure: <D> | next structure: +0.0110 hartree

<A>
{"formula": "C4H6N2O", "method": "wB97M-V/def2-TZVPD", "symbols": ["C", "C", "C", "C", "N", "N", "O", "H", "H", "H", "H", "H", "H"], "xyz": [[2.431, 0.356, -0.999], [0.635, -0.243, -0.208], [-1.542, 0.849, 0.276], [-0.815, -0.393, -0.067], [1.233, 0.468, -1.234], [1.631, -0.791, 0.499], [2.835, -0.301, 0.002], [-2.531, 0.685, 0.832], [-2.297, 1.027, -0.472], [-0.987, 1.810, 0.531], [-1.297, -0.766, -1.026], [-0.908, -1.210, 0.699], [1.610, -1.491, 1.168]], "homo_energy_ev": [-22.3, -20.8], "total_charge": 2, "homo_lumo_gap_ev": [10.89, 5.01]}

<B>
{"formula": "C4H6N2O", "method": "wB97M-V/def2-TZVPD", "symbols": ["C", "C", "N", "C", "C", "N", "O", "H", "H", "H", "H", "H", "H"], "xyz": [[-2.406, -1.483, 0.055], [-1.246, -0.751, 0.176], [-0.166, -0.320, 0.219], [1.049, 0.349, 0.078], [1.287, 1.795, -0.291], [2.117, -0.286, 0.328], [3.343, -0.727, 0.312], [-3.339, -0.911, 0.092], [-2.678, -2.343, 0.714], [-2.164, -1.879, -0.951], [1.923, 2.304, 0.598], [0.324, 2.362, -0.214], [1.956, 1.891, -1.116]], "homo_energy_ev": -21.4, "total_charge": 2, "homo_lumo_gap_ev": 8.19}

<C>
{"formula": "C4H6N2O", "method": "wB97M-V/def2-TZVPD", "symbols": ["C", "C", "N", "C", "N", "C", "O", "H", "H", "H", "H", "H", "H"], "xyz": [[3.428, 0.352, -0.146], [2.070, 0.115, -0.106], [0.906, -0.188, -0.031], [-0.366, -0.424, 0.199], [-1.522, -0.408, 0.464], [-2.838, -0.451, 0.077], [-3.117, 0.706, -0.431], [3.883, 0.747, -1.040], [3.877, -0.710, -0.154], [3.682, 0.977, 0.843], [-3.499, -0.829, 0.853], [-3.070, -1.332, -0.642], [-3.434, 1.446, 0.113]], "homo_energy_ev": [-19.9, -19.9], "total_charge": 2, "homo_lumo_gap_ev": [8.28, 8.28]}

Energetically preferred structure: <C> | next structure: +0.0898 hartree